(1)
{"formula": "C21H12F3IIrNO5S", "method": "ωB97M-V/def2-TZVPD", "e_tot_ha": -2338.268211, "relative_energy_kcal_mol": 4.7, "homo_lumo_gap_ev": 7.230, "lumo_energy_ev": -1.1, "species": ["Ir", "O", "C", "O", "C", "C", "C", "C", "C", "C", "C", "C", "C", "N", "H", "H", "H", "H", "H", "H", "I", "C", "C", "C", "C", "C", "C", "C", "C", "C", "C", "H", "H", "H", "H", "H", "H", "F", "C", "F", "F", "S", "O", "O", "O"], "positions_angstrom": [[0.38, -0.26, -0.31], [-0.72, -1.32, 3.38], [-0.52, -1.15, 2.20], [0.43, -0.44, 1.68], [-1.45, -1.77, 1.18], [-2.41, -2.68, 1.64], [-3.21, -3.30, 0.73], [-3.07, -2.98, -0.63], [-3.91, -3.58, -1.61], [-3.79, -3.25, -2.92], [-2.83, -2.30, -3.31], [-2.01, -1.71, -2.40], [-2.09, -2.04, -1.03], [-1.27, -1.46, -0.09], [-2.45, -2.86, 2.71], [-3.96, -4.02, 1.04], [-4.64, -4.31, -1.28], [-4.43, -3.71, -3.66], [-2.74, -2.02, -4.36], [-1.29, -0.99, -2.72], [0.79, 0.49, -2.81], [-0.94, 1.66, -2.71], [-1.42, 2.23, -3.85], [-2.56, 3.07, -3.76], [-3.12, 3.32, -2.55], [-2.61, 2.74, -1.36], [-3.18, 3.05, -0.11], [-2.65, 2.51, 1.03], [-1.57, 1.60, 0.96], [-1.00, 1.23, -0.23], [-1.50, 1.85, -1.42], [-0.95, 2.06, -4.81], [-2.96, 3.52, -4.66], [-3.97, 3.98, -2.46], [-4.02, 3.73, -0.07], [-3.06, 2.76, 2.00], [-1.19, 1.22, 1.90], [2.53, -2.43, 1.74], [3.59, -2.20, 0.97], [4.14, -3.36, 0.65], [4.47, -1.47, 1.65], [3.09, -1.31, -0.57], [1.88, -2.04, -1.01], [4.23, -1.33, -1.41], [2.65, 0.03, -0.11]]}

***

(2)
{"formula": "C5H14N2O", "method": "ωB97M-V/def2-TZVPD", "e_tot_ha": -383.569062, "smiles": "CN[C@H](CO)CCN", "relative_energy_kcal_mol": 82.6, "homo_lumo_gap_ev": 9.855, "lumo_energy_ev": 1.0, "species": ["C", "N", "C", "C", "C", "N", "C", "O", "H", "H", "H", "H", "H", "H", "H", "H", "H", "H", "H", "H", "H", "H"], "positions_angstrom": [[2.33, 0.30, -1.55], [1.69, -0.51, -0.48], [0.38, 0.10, -0.09], [-0.27, -1.00, 0.95], [-1.73, -1.18, 0.87], [-2.40, -1.49, -0.42], [0.37, 1.34, 0.76], [-0.30, 2.41, 0.08], [3.45, 0.21, -1.50], [2.10, -0.05, -2.55], [1.93, 1.37, -1.67], [2.31, -0.54, 0.29], [-0.22, 0.10, -1.00], [0.28, -2.01, 0.86], [0.11, -0.67, 2.00], [-1.93, -2.00, 1.58], [-2.23, -0.27, 1.23], [-1.78, -1.56, -1.16], [-3.24, -2.13, -0.21], [-0.21, 1.07, 1.67], [1.36, 1.72, 0.86], [-1.10, 2.10, -0.36]]}

***

(3)
{"formula": "C5H12O", "method": "ωB97M-V/def2-TZVPD", "e_tot_ha": -272.777642, "relative_energy_kcal_mol": 107.3, "homo_lumo_gap_ev": [8.193, 8.192], "lumo_energy_ev": [0.7, 0.7], "species": ["C", "C", "C", "C", "O", "C", "H", "H", "H", "H", "H", "H", "H", "H", "H", "H", "H", "H"], "positions_angstrom": [[-1.42, -2.17, 0.52], [-1.21, -0.65, 0.42], [0.15, -0.27, -0.05], [0.13, 1.94, -0.94], [1.05, 0.00, 0.84], [2.17, 0.66, 0.39], [-1.25, -2.66, -0.44], [-0.73, -2.60, 1.25], [-2.44, -2.40, 0.84], [-1.38, -0.17, 1.38], [-1.93, -0.22, -0.29], [0.50, -0.61, -1.03], [-0.30, 1.48, -1.83], [0.58, 2.89, -1.27], [-0.67, 2.19, -0.23], [2.69, 0.13, -0.42], [1.26, 1.54, -0.37], [2.80, 0.92, 1.23]]}

***

(4)
{"formula": "C27H30F8N2O28PS", "method": "ωB97M-V/def2-TZVPD", "total_charge": 1, "e_tot_ha": -4801.315504, "homo_lumo_gap_ev": 7.101, "lumo_energy_ev": -5.8, "species": ["N", "C", "O", "S", "C", "C", "O", "P", "N", "O", "O", "H", "H", "H", "H", "H", "H", "C", "C", "O", "C", "O", "O", "F", "H", "H", "H", "C", "C", "O", "C", "O", "O", "F", "H", "H", "H", "C", "C", "O", "C", "O", "O", "F", "H", "H", "H", "C", "C", "O", "C", "O", "O", "F", "H", "H", "H", "C", "C", "O", "C", "O", "O", "F", "H", "H", "H", "C", "C", "O", "C", "O", "O", "F", "H", "H", "H", "C", "C", "O", "C", "O", "O", "F", "H", "H", "H", "C", "C", "O", "C", "O", "O", "F", "H", "H", "H"], "positions_angstrom": [[2.12, 2.89, 0.35], [1.81, 2.02, -0.29], [1.27, 1.00, -0.94], [1.42, -0.37, 0.04], [2.87, -1.26, -0.62], [3.84, -1.76, 0.50], [4.95, -1.99, 0.25], [-0.46, -1.42, -0.29], [-1.53, -0.33, -0.13], [-0.53, -2.00, -1.80], [-0.69, -2.61, 0.77], [3.44, -0.57, -1.27], [2.52, -2.11, -1.23], [3.54, -1.88, 1.57], [-2.18, -0.58, 0.62], [0.22, -2.59, -2.02], [0.02, -3.28, 0.66], [2.05, -2.73, 5.85], [3.24, -2.12, 5.17], [3.21, -2.74, 3.88], [1.91, -3.02, 3.63], [1.48, -3.29, 2.55], [1.16, -2.94, 4.75], [4.39, -2.46, 5.79], [2.28, -3.69, 6.32], [1.62, -2.08, 6.59], [3.19, -1.04, 5.06], [0.00, 3.90, -2.69], [-0.32, 2.93, -3.79], [-0.58, 3.77, -4.89], [0.16, 4.90, -4.69], [0.39, 5.70, -5.53], [0.60, 4.98, -3.41], [-1.43, 2.21, -3.50], [-0.89, 4.26, -2.18], [0.69, 3.49, -1.95], [0.50, 2.24, -4.04], [2.35, 7.20, -0.06], [2.06, 6.29, 1.10], [1.06, 7.00, 1.82], [0.39, 7.75, 0.89], [-0.67, 8.25, 1.08], [1.08, 7.82, -0.28], [3.14, 6.14, 1.90], [3.09, 7.97, 0.19], [2.69, 6.66, -0.94], [1.67, 5.31, 0.82], [2.47, -6.14, -1.83], [2.24, -5.64, -0.42], [0.99, -6.19, -0.09], [0.89, -7.36, -0.82], [0.10, -8.21, -0.60], [1.82, -7.40, -1.81], [2.13, -4.27, -0.38], [2.01, -5.50, -2.58], [3.53, -6.25, -2.06], [2.99, -5.97, 0.30], [3.21, 3.10, 7.40], [2.48, 3.22, 6.09], [2.44, 1.87, 5.63], [2.45, 1.10, 6.75], [2.15, -0.06, 6.75], [2.81, 1.80, 7.84], [3.18, 3.96, 5.20], [4.30, 3.12, 7.27], [2.92, 3.86, 8.11], [1.47, 3.61, 6.17], [-1.82, 4.32, 2.02], [-2.45, 4.51, 0.67], [-2.53, 3.19, 0.17], [-2.65, 2.37, 1.25], [-3.00, 1.24, 1.21], [-2.31, 3.03, 2.40], [-1.66, 5.25, -0.14], [-0.73, 4.29, 1.96], [-2.11, 5.08, 2.74], [-3.45, 4.95, 0.71], [-4.05, -2.01, -2.22], [-3.83, -3.47, -1.98], [-4.99, -3.86, -1.29], [-5.98, -3.02, -1.71], [-7.14, -3.22, -1.55], [-5.47, -1.94, -2.36], [-2.74, -3.68, -1.17], [-3.73, -1.39, -1.38], [-3.55, -1.65, -3.13], [-3.72, -4.07, -2.89], [-4.29, -4.04, -7.54], [-4.99, -4.19, -6.22], [-3.95, -3.95, -5.28], [-3.08, -3.10, -5.90], [-2.24, -2.48, -5.33], [-3.29, -3.05, -7.24], [-5.45, -5.45, -6.05], [-3.80, -4.96, -7.86], [-4.95, -3.69, -8.33], [-5.80, -3.48, -6.06]]}